1.
Here is C5H7ClS2 as an isolated structure at a distorted geometry from OMol25. Energies are from wB97M-V/def2-TZVPD.

Each line ends with the Löwdin charge.
Element x y z (Å)
C: 0.251 -0.343 1.462  -0.2594
C: 0.312 -0.735 0.114  -0.8486
C: 1.229 0.428 -0.583  -0.1656
C: -0.089 0.874 -0.992  -0.7704
C: -0.875 -0.373 -0.731  -0.6636
H: 0.253 0.839 1.546  0.1269
H: -0.529 -0.691 2.514  0.1867
H: 1.295 -0.568 1.798  0.0805
H: 2.007 0.218 -1.452  0.1716
H: 1.760 1.152 0.036  0.1154
H: -0.955 -0.929 -1.578  0.0865
H: -3.094 0.662 -0.332  -0.0914
S: -0.404 2.158 -2.076  0.6804
S: -2.275 -0.237 0.321  0.8131
Cl: 1.113 -2.456 -0.047  0.5379

Relative energy (zero: lowest compared OMol25 entry of this formula, charge and spin) in eV: 3.641

=====

2.
Here is a 2-piece molecular cluster, C5H7ClSSi overall at a distorted geometry from OMol25. Energies are from wB97M-V/def2-TZVPD.

Each line ends with the Löwdin charge.
Element x y z (Å)
C: -3.087 0.390 0.697  -0.1990
C: -1.847 0.782 1.316  -0.1973
C: -3.060 -0.845 0.131  -0.4206
C: -0.827 -0.140 1.086  -0.7052
C: 2.841 -0.323 -0.954  0.0044
Si: 0.931 -0.184 1.695  0.2434
S: -1.545 -1.633 0.416  0.9180
Cl: 1.379 1.445 2.740  0.2883
H: -4.041 0.939 0.773  0.1102
H: -1.500 1.742 1.667  0.0840
H: -3.840 -1.420 -0.323  0.0584
H: 2.288 -0.947 -1.557  -0.0719
H: 2.816 0.856 -1.174  0.0345
H: 3.761 -0.643 -0.695  -0.0889
H: 1.781 -1.434 1.948  -0.0584

Relative energy (zero: lowest compared OMol25 entry of this formula, charge and spin) in eV: 2.881

=====

3.
Here is C5H7CuO4 as an isolated structure at a distorted geometry from OMol25. Energies are from wB97M-V/def2-TZVPD.

Each line ends with the Löwdin charge.
Element x y z (Å)
H: 2.945 -0.464 -0.946  0.1804
Cu: 1.907 2.422 -1.377  0.9524
O: 2.980 1.477 -0.219  -0.0522
O: 1.705 -0.250 0.629  -0.0337
C: 0.384 0.217 0.805  -0.1939
C: -0.281 -0.021 -0.543  0.0677
O: 1.234 0.687 -1.403  -0.1963
C: 2.318 0.338 -0.512  -0.5575
H: -0.041 -0.279 1.684  0.1346
H: 0.376 1.287 1.071  0.1372
H: -0.858 0.793 -0.990  0.1220
H: -0.211 -0.978 -1.073  0.1228
H: -2.292 -1.726 -0.626  0.1130
O: -3.730 0.227 1.291  0.2727
C: -1.971 -1.252 0.309  -0.0400
C: -2.964 -0.523 0.894  -0.1452
H: -1.502 -1.956 1.006  0.1160

Total charge: +1
Multiplicity: 2
Relative energy (zero: lowest compared OMol25 entry of this formula, charge and spin) in eV: 2.667

=====

4.
Here is the molecule C5H7F at a distorted geometry from OMol25. Energies are from wB97M-V/def2-TZVPD.

Each line ends with the Löwdin charge.
Element x y z (Å)
C: -2.318 0.514 0.435  0.1273
C: -1.252 0.102 0.129  -0.1734
C: 0.026 -0.378 -0.199  -0.3509
C: 0.771 -0.458 1.147  -0.0622
C: 0.744 0.435 -1.396  -0.1395
F: 0.061 0.025 -2.508  -0.0306
H: -3.146 0.922 1.012  0.0445
H: -0.046 -1.342 -0.545  0.1093
H: 1.813 -0.740 1.156  0.0649
H: 0.235 -1.245 1.722  0.0943
H: 0.698 0.526 1.667  0.0943
H: 0.651 1.506 -1.268  0.1200
H: 1.764 0.132 -1.351  0.1020

Relative energy (zero: lowest compared OMol25 entry of this formula, charge and spin) in eV: 1.801

=====

5.
Here is C5H7F as an isolated structure at a distorted geometry from OMol25. Energies are from wB97M-V/def2-TZVPD.

Each line ends with the Löwdin charge.
Element x y z (Å)
C: -1.572 -1.141 1.207  -0.0349
C: -1.370 -0.468 0.078  0.0313
C: 0.967 1.197 -0.970  -0.1211
C: 1.285 -0.195 -0.547  -0.1123
C: 0.321 0.661 0.176  -0.3783
F: 0.454 1.076 1.447  0.0476
H: -2.379 -1.775 1.362  0.0226
H: -1.030 -0.859 2.110  0.0590
H: -1.895 -0.419 -0.785  0.0216
H: 1.693 1.989 -0.898  0.1108
H: 0.328 1.284 -1.841  0.1095
H: 0.876 -0.831 -1.300  0.0820
H: 2.322 -0.519 -0.038  0.1624

Relative energy (zero: lowest compared OMol25 entry of this formula, charge and spin) in eV: 3.823

=====

6.
Here is C5H7F as an isolated structure at a distorted geometry from OMol25. Energies are from wB97M-V/def2-TZVPD.

Each line ends with the Löwdin charge.
Element x y z (Å)
C: 1.317 0.982 0.219  -0.0088
C: 2.263 1.733 -0.084  0.0028
C: 0.144 -1.494 0.181  -0.0980
C: -1.399 0.404 -0.436  -0.2462
C: -0.348 -0.075 0.447  -0.2077
F: -2.004 1.512 0.094  -0.0340
H: -0.495 0.214 1.436  0.0893
H: -0.618 -2.270 0.785  0.1415
H: 0.032 -1.966 -0.827  0.0920
H: 1.019 -1.761 0.629  0.0223
H: -0.907 0.780 -1.445  0.1741
H: -2.141 -0.266 -0.601  0.0918
H: 3.137 2.208 -0.397  -0.0191

Relative energy (zero: lowest compared OMol25 entry of this formula, charge and spin) in eV: 4.145

=====

7.
Here is C5H7F2N3O2 as an isolated structure at a distorted geometry from OMol25. Energies are from wB97M-V/def2-TZVPD.

Each line ends with the Löwdin charge.
Element x y z (Å)
C: 0.674 -0.183 -0.931  -0.3880
C: -1.531 0.410 -0.358  -0.3170
C: -1.257 -0.428 -2.575  0.0010
C: 2.154 0.253 0.970  -0.0405
C: -0.588 0.019 2.213  -0.4420
N: -0.746 0.058 -1.289  0.0082
N: 0.864 0.167 0.357  -0.1271
N: -0.222 0.770 1.047  0.1020
O: 1.414 -0.737 -1.740  0.0770
O: -2.676 0.621 -0.209  0.1725
F: 0.175 0.468 3.247  0.0254
F: -0.316 -1.319 2.170  0.0598
H: -0.300 -0.597 -3.164  0.1007
H: -1.821 -1.418 -2.533  0.1246
H: -1.763 0.411 -3.156  0.1194
H: 2.497 -0.317 1.872  0.0994
H: 2.905 0.090 0.165  0.0940
H: 2.214 1.392 1.313  0.1344
H: -1.678 0.340 2.601  0.1963

Relative energy (zero: lowest compared OMol25 entry of this formula, charge and spin) in eV: 0.119

=====

8.
Here is the molecule C5H7F3 at a distorted geometry from OMol25. Energies are from wB97M-V/def2-TZVPD.

Each line ends with the Löwdin charge.
Element x y z (Å)
C: -0.071 0.910 0.975  -0.0511
C: 0.535 -0.110 0.001  -0.3010
C: -0.471 -1.152 -0.390  -0.0417
C: 1.786 0.653 -0.951  -0.1404
F: 1.991 1.905 -0.716  0.0920
C: 2.009 -0.380 0.114  -0.4565
F: 2.374 -1.649 -0.343  0.0571
F: 2.809 -0.298 1.177  0.1260
H: -1.108 0.619 1.288  0.0805
H: -0.375 1.969 0.494  0.1254
H: 0.649 1.090 1.815  0.0921
H: -0.215 -1.944 -0.982  0.0398
H: -1.316 -0.540 -0.835  0.1097
H: -0.864 -1.619 0.565  0.1106
H: 2.005 0.309 -1.974  0.1575

Relative energy (zero: lowest compared OMol25 entry of this formula, charge and spin) in eV: 1.694

=====

9.
Here is a 2-piece molecular cluster, C5H7F3 overall at a distorted geometry from OMol25. Energies are from wB97M-V/def2-TZVPD.

Each line ends with the Löwdin charge.
Element x y z (Å)
C: -0.140 0.864 -2.214  -0.1009
C: 0.104 1.298 -1.013  -0.0357
C: -0.984 -0.197 1.553  -0.0112
C: -0.017 -0.991 0.643  -0.3623
C: 1.222 -0.262 0.217  -0.3663
F: 0.315 -2.141 1.308  -0.0063
F: 2.128 -0.865 -0.540  0.1220
F: 1.920 0.323 1.158  0.1321
H: -0.698 1.499 -3.002  0.0806
H: 0.103 -0.274 -2.447  0.0971
H: 0.163 2.258 -0.553  0.0474
H: -1.869 -0.895 1.590  0.1016
H: -1.205 0.834 0.991  0.1104
H: -0.535 0.004 2.486  0.0585
H: -0.507 -1.456 -0.178  0.1331

Relative energy (zero: lowest compared OMol25 entry of this formula, charge and spin) in eV: 3.368

=====

10.
Here is C5H7FILaNO5S as an isolated structure at a distorted geometry from OMol25. Energies are from wB97M-V/def2-TZVPD.

Each line ends with the Löwdin charge.
Element x y z (Å)
O: 1.828 -1.944 -0.337  0.3069
C: 2.710 -1.374 0.108  -0.5279
F: 3.621 -2.062 0.882  0.0984
N: 3.017 0.023 0.024  0.0683
C: 1.969 0.831 -0.627  -0.5560
O: 1.655 0.575 -1.720  0.2502
O: 1.405 1.935 -0.029  -0.1651
S: 0.502 1.558 1.373  1.0959
O: 0.656 0.138 1.663  -0.3506
O: -1.111 1.731 1.006  -0.2764
C: -1.512 1.021 -0.186  -0.1938
C: -2.042 -0.444 0.085  -0.2346
C: -3.645 -0.504 0.042  -0.5724
I: -4.320 -2.515 -0.220  1.2700
H: 3.860 0.108 -0.597  -0.0938
H: -0.743 0.965 -0.981  0.1144
H: -2.375 1.592 -0.605  0.1444
H: -1.682 -0.879 1.039  0.1110
H: -1.674 -1.087 -0.746  0.1009
H: -3.954 0.128 -0.819  0.0720
H: -4.012 -0.057 0.988  0.0833
La: 5.847 0.259 -0.341  2.2549

DFT total energy in hartree: -1451.57847
Total charge: +3